Formula: BrH13O6
Source: the Open Molecules 2025 dataset
Level of theory: the ωB97M-V functional and the def2-TZVPD basis

Last column: natural (NBO) charge in e.
CARTESIAN COORDINATES (ANGSTROEM)
H  2.149  2.571  -0.842  0.5084
H  1.579  -1.022  1.571  0.4820
O  1.785  2.208  0.049  -0.9615
O  -2.675  -0.950  -2.510  -0.9202
H  -0.107  -0.407  -0.716  0.5381
H  -0.751  -0.012  2.105  0.4942
H  -1.412  -1.847  0.490  0.4881
H  -0.488  0.901  -1.225  0.5434
O  -1.055  -1.733  -0.340  -0.9191
H  2.523  -2.085  1.172  0.4529
H  -1.985  -1.444  -2.045  0.4563
H  -3.138  -0.681  -1.796  0.4595
H  -0.503  -2.504  -0.327  0.4907
O  0.350  0.445  -1.079  -0.8493
O  2.516  -1.163  1.326  -0.9472
Br  -2.027  2.590  -0.719  -0.9122
O  0.211  0.208  1.943  -0.9958
H  1.693  2.951  0.682  0.5101
H  0.519  0.986  2.638  0.5164
H  0.817  0.986  -0.376  0.5652

**Largest force on an atom**: 4.9 eV Å⁻¹
**Charge**: 0
**Frontier orbital gap**: 6.9 eV